{
  "formula": "C60H158N8O23",
  "method": "ωB97M-V/def2-TZVPD",
  "total_energy_ha": -4548.83762,
  "homo_ev": -8.034,
  "gap_ev": 8.6035,
  "relative_energy_kcal_mol": 0.0,
  "symbols": ["C", "O", "H", "H", "H", "H", "C", "O", "H", "H", "H", "H", "C", "C", "O", "H", "H", "H", "H", "H", "H", "C", "C", "O", "H", "H", "H", "H", "H", "H", "C", "C", "O", "H", "H", "H", "H", "H", "H", "C", "C", "O", "H", "H", "H", "H", "H", "H", "C", "C", "O", "H", "H", "H", "H", "H", "H", "C", "O", "C", "C", "N", "C", "C", "O", "C", "H", "H", "H", "H", "H", "H", "H", "H", "H", "H", "H", "H", "H", "H", "H", "C", "O", "C", "C", "N", "C", "C", "O", "C", "H", "H", "H", "H", "H", "H", "H", "H", "H", "H", "H", "H", "H", "H", "H", "C", "O", "C", "C", "N", "C", "C", "O", "C", "H", "H", "H", "H", "H", "H", "H", "H", "H", "H", "H", "H", "H", "H", "H", "C", "O", "C", "C", "N", "C", "C", "O", "C", "H", "H", "H", "H", "H", "H", "H", "H", "H", "H", "H", "H", "H", "H", "H", "C", "O", "C", "C", "N", "C", "C", "O", "C", "H", "H", "H", "H", "H", "H", "H", "H", "H", "H", "H", "H", "H", "H", "H", "C", "O", "C", "C", "N", "C", "C", "O", "C", "H", "H", "H", "H", "H", "H", "H", "H", "H", "H", "H", "H", "H", "H", "H", "C", "O", "C", "C", "N", "C", "C", "O", "C", "H", "H", "H", "H", "H", "H", "H", "H", "H", "H", "H", "H", "H", "H", "H", "C", "O", "C", "C", "N", "C", "C", "O", "C", "H", "H", "H", "H", "H", "H", "H", "H", "H", "H", "H", "H", "H", "H", "H"],
  "coordinates": [[-9.91895, -1.41071, 5.60475], [-8.83930, -1.69610, 4.73694], [-10.03462, -0.39350, 5.97892], [-10.78159, -1.57690, 4.95950], [-9.99002, -2.10949, 6.43827], [-8.70588, -1.04537, 4.04387], [-1.92530, -0.45680, 5.98981], [-2.78937, 0.63924, 6.28436], [-1.05479, -0.54939, 6.63923], [-2.37806, -1.44450, 6.07670], [-1.53756, -0.32697, 4.97941], [-2.72515, 0.86994, 7.21402], [-3.74060, 3.31644, 3.80691], [-2.94561, 4.49611, 3.33539], [-2.49419, 5.19797, 4.43633], [-3.02858, 2.55728, 4.13063], [-4.35544, 2.96297, 2.97919], [-4.32834, 3.53036, 4.69960], [-3.57136, 5.19874, 2.78507], [-2.11697, 4.19973, 2.69226], [-2.16419, 6.03161, 4.09320], [1.74015, -1.53603, 2.99095], [1.33246, -2.39802, 4.20247], [1.85160, -1.93092, 5.41309], [1.44311, -0.49689, 3.13252], [1.36021, -1.85336, 2.01984], [2.82024, -1.65541, 2.90573], [1.75802, -3.39959, 4.14042], [0.25087, -2.41743, 4.33621], [1.48865, -2.52939, 6.07013], [-6.39845, -0.12058, 7.18107], [-6.32870, 1.11791, 6.29440], [-7.62917, 1.57159, 5.98357], [-5.40991, -0.47977, 7.46717], [-6.93899, -0.93942, 6.70629], [-6.99563, 0.08191, 8.07017], [-5.77447, 0.90629, 5.37998], [-5.80556, 1.88319, 6.86780], [-7.99913, 1.80610, 6.83781], [6.04237, -2.93482, -1.10074], [5.89287, -3.77982, 0.17234], [4.93327, -4.76183, -0.11519], [6.67016, -2.06754, -0.89629], [5.06974, -2.58009, -1.44171], [6.51399, -3.35389, -1.98959], [5.63125, -3.08317, 0.96879], [6.80313, -4.30981, 0.45277], [5.22049, -5.24520, -0.89330], [-7.36629, 1.17908, 1.01885], [-7.34469, 1.74856, 2.40294], [-7.87909, 0.81040, 3.32039], [-8.39084, 1.10931, 0.65343], [-6.92309, 0.18401, 0.97976], [-6.81540, 1.80466, 0.31653], [-8.02122, 2.58735, 2.23912], [-6.37583, 2.16222, 2.68277], [-7.85198, 1.17365, 4.20860], [-8.92119, 4.45446, -1.13156], [-8.12499, 4.96363, -0.03302], [-7.12199, 5.94759, -0.39332], [-6.08085, 5.88082, 0.80191], [-5.35496, 4.61353, 0.87707], [-4.26169, 4.54545, -0.03444], [-3.83911, 3.11547, -0.37530], [-4.90615, 2.49006, -1.01659], [-4.61884, 1.13730, -1.36136], [-9.60445, 3.62711, -0.93984], [-8.28408, 4.21291, -1.98235], [-9.71805, 5.14413, -1.40986], [-7.48138, 6.97346, -0.47415], [-6.68339, 5.60071, -1.32895], [-6.63679, 6.06502, 1.72121], [-5.37910, 6.71454, 0.77840], [-5.99203, 3.94169, 0.47350], [-3.43358, 5.06300, 0.44979], [-4.48142, 5.02708, -0.98725], [-3.60270, 2.55976, 0.53212], [-2.97345, 3.16609, -1.03573], [-5.56472, 0.61679, -1.51125], [-3.96155, 0.64418, -0.64518], [-4.02735, 1.10997, -2.27651], [9.40607, -4.54445, -3.06511], [8.14288, -5.14903, -3.10241], [7.92799, -6.03386, -2.02108], [6.77631, -6.96896, -2.49283], [5.50570, -6.23519, -2.39468], [4.43313, -6.93268, -3.14637], [3.08159, -6.16909, -3.01700], [3.24963, -4.80388, -3.55657], [2.05841, -4.12329, -3.34385], [9.57117, -4.04236, -2.11183], [9.47896, -3.72523, -3.78043], [10.20652, -5.25262, -3.27930], [7.73047, -5.56305, -1.05805], [8.78445, -6.70798, -2.03299], [6.73532, -7.89154, -1.91381], [6.96809, -7.32968, -3.50338], [5.54530, -5.38970, -2.94576], [4.37975, -7.90775, -2.66213], [4.72334, -7.15314, -4.17364], [2.78673, -6.08575, -1.97095], [2.34150, -6.75311, -3.56407], [2.11564, -3.19929, -3.91923], [1.83972, -3.95923, -2.28869], [1.14938, -4.63389, -3.66175], [4.31933, 1.01599, -5.12090], [4.72627, 0.01659, -4.27084], [5.62144, -0.91933, -4.86111], [7.01551, -1.00695, -4.15381], [7.90664, 0.08659, -4.62416], [9.29934, 0.01135, -4.11507], [9.34996, -0.09937, -2.62117], [8.80428, 1.08241, -2.02490], [9.25506, 1.36896, -0.71639], [3.67591, 0.51448, -5.84381], [5.08646, 1.46279, -5.75334], [3.78218, 1.84570, -4.66138], [5.76262, -0.95691, -5.94128], [5.15277, -1.86367, -4.58422], [7.43062, -2.00212, -4.31326], [6.80248, -0.97291, -3.08537], [7.51452, 0.95409, -4.28685], [9.88800, 0.88507, -4.39471], [9.80263, -0.84166, -4.57023], [10.38855, -0.13282, -2.29207], [8.80657, -0.94703, -2.20368], [10.28033, 1.72694, -0.81003], [9.15906, 0.47717, -0.09704], [8.63583, 2.17495, -0.32265], [0.62254, 2.59664, -3.65562], [-0.26075, 1.44430, -3.47840], [-0.39043, 0.58730, -4.60077], [-1.41474, -0.57232, -4.36275], [-0.82204, -1.51271, -3.48046], [-1.63161, -2.61222, -3.06100], [-1.87040, -3.67399, -4.11982], [-2.86423, -3.31026, -5.06319], [-3.16027, -4.29258, -6.05697], [0.72180, 3.18353, -2.74249], [0.09687, 3.25207, -4.35002], [1.61470, 2.30228, -3.99777], [0.57244, 0.09289, -4.72942], [-0.62267, 1.19407, -5.47598], [-1.61239, -1.15688, -5.26126], [-2.34830, -0.16938, -3.97005], [-0.24089, -1.03046, -2.80980], [-2.57434, -2.22829, -2.67119], [-1.14743, -3.13483, -2.23605], [-2.00799, -4.64189, -3.63781], [-0.95146, -3.82771, -4.68552], [-3.83869, -3.90044, -6.81465], [-3.40804, -5.27669, -5.65919], [-2.25994, -4.40924, -6.66021], [1.62680, 4.51553, 7.69890], [0.54086, 3.62029, 7.98379], [-0.65867, 3.66587, 7.16852], [-0.45842, 2.85579, 5.84542], [0.19838, 3.61249, 4.80924], [0.50670, 2.73344, 3.67944], [1.31430, 3.46372, 2.60321], [0.42458, 4.18236, 1.79412], [0.99208, 4.83613, 0.71472], [2.55663, 4.14629, 8.13153], [1.40953, 5.48015, 8.15759], [1.77860, 4.62659, 6.62526], [-1.02748, 4.67308, 6.97458], [-1.44043, 3.19634, 7.76560], [-1.43797, 2.56185, 5.46834], [0.13020, 1.94737, 5.97346], [-0.51893, 4.24685, 4.48807], [-0.37534, 2.23332, 3.27946], [1.14918, 1.90501, 3.97782], [1.72871, 2.69505, 1.95091], [2.04751, 4.15014, 3.02670], [0.28622, 5.44012, 0.14459], [1.45152, 4.06284, 0.09905], [1.81403, 5.51503, 0.94186], [-4.20410, -6.54568, 2.09635], [-4.25457, -5.64502, 1.00093], [-4.53363, -4.31741, 1.32010], [-4.51063, -3.55454, -0.03598], [-5.56373, -4.05763, -0.97162], [-5.44415, -3.38304, -2.24316], [-6.40128, -3.95173, -3.30606], [-6.16309, -5.34920, -3.47800], [-7.12902, -5.99290, -4.30443], [-5.04841, -6.35071, 2.75758], [-3.25482, -6.36590, 2.60097], [-4.35902, -7.59238, 1.83456], [-3.73435, -3.97345, 1.97656], [-5.49201, -4.14276, 1.80907], [-3.51658, -3.67022, -0.46794], [-4.76519, -2.50309, 0.09726], [-5.56375, -5.06444, -1.05183], [-4.43245, -3.43519, -2.64545], [-5.78441, -2.34785, -2.21677], [-6.23772, -3.42671, -4.24718], [-7.44075, -3.78240, -3.02510], [-8.11568, -5.97894, -3.84139], [-6.87215, -7.02921, -4.52392], [-7.18228, -5.52586, -5.28787], [2.31902, -0.45907, -1.98000], [1.09134, -0.67294, -1.24011], [0.63664, 0.43911, -0.49182], [-0.78679, 0.29256, -0.01418], [-0.72546, -0.84448, 0.87575], [-2.07434, -1.39200, 1.07449], [-2.90750, -0.67822, 2.21632], [-4.19260, -1.24343, 2.37462], [-4.88981, -0.66499, 3.42392], [2.28177, 0.47581, -2.53921], [2.53774, -1.32428, -2.60585], [3.11921, -0.34277, -1.24907], [0.58582, 1.24006, -1.22938], [1.35664, 0.70355, 0.28262], [-1.43171, 0.19666, -0.88768], [-1.17241, 1.13491, 0.56014], [-0.03340, -1.50323, 0.54835], [-2.06829, -2.42015, 1.43638], [-2.67151, -1.38596, 0.16265], [-2.93704, 0.37899, 1.95264], [-2.29006, -0.75487, 3.11131], [-5.90055, -1.06960, 3.47674], [-4.96222, 0.42258, 3.41631], [-4.41330, -0.95845, 4.35929], [5.70216, 3.64752, 1.65719], [5.91207, 2.89509, 0.47997], [4.89564, 3.01025, -0.54936], [5.53002, 2.85177, -1.91541], [6.22623, 4.09755, -2.26311], [6.96302, 3.94051, -3.53086], [7.78627, 5.20875, -3.81707], [8.71233, 5.49663, -2.79025], [9.28637, 6.74958, -2.84346], [5.44688, 4.67760, 1.40845], [6.58658, 3.61135, 2.29326], [4.78110, 3.30018, 2.12529], [4.22143, 3.84439, -0.35508], [4.25627, 2.15412, -0.33407], [4.80808, 2.62272, -2.69928], [6.20082, 1.99638, -1.83527], [6.79897, 4.32811, -1.46379], [6.23588, 3.81286, -4.33278], [7.61424, 3.06651, -3.54347], [7.10374, 6.05797, -3.84983], [8.20726, 5.18355, -4.82217], [8.65753, 7.56109, -2.47727], [9.66157, 7.10060, -3.80477], [10.19874, 6.74717, -2.24708]],
  "mulliken_charge": [-0.699, -0.441, 0.243, 0.338, 0.255, 0.291, -0.677, -0.303, 0.511, 0.476, -0.062, 0.205, 0.914, -0.050, -0.538, -0.604, -1.035, 0.478, 0.459, -0.108, 0.327, -0.303, -0.302, -0.560, -0.128, 0.056, 0.458, 0.354, 0.209, 0.315, -1.360, 0.996, -0.696, 0.263, 0.280, 0.458, -0.591, 0.331, 0.355, -0.303, -0.721, -0.584, 0.330, 0.143, 0.090, 0.364, 0.275, 0.629, -0.917, 0.022, -0.389, 0.368, 0.181, -0.001, 0.526, 0.042, 0.177, -0.849, -0.275, -0.555, -0.959, 0.497, -1.340, 0.769, -0.392, -0.984, 0.258, 0.325, 0.363, 0.441, 0.288, 0.417, 0.470, -0.347, 0.397, 0.535, -0.602, 0.364, 0.335, 0.321, 0.467, -0.925, -0.286, -0.233, -1.056, -0.205, -0.997, -0.571, -0.293, -0.910, 0.376, 0.205, 0.393, 0.005, 0.609, 0.489, 0.427, 0.078, 0.434, 0.435, 0.330, 0.416, 0.349, 0.378, 0.331, -0.982, 0.323, -1.365, 0.073, -0.308, -0.995, -0.335, 0.009, -0.818, 0.377, 0.371, 0.028, 0.342, 0.380, 0.356, 0.124, 0.129, 0.377, 0.407, 0.557, 0.168, 0.337, 0.332, 0.103, -0.690, 0.075, -0.849, -0.362, 0.350, -0.155, -1.552, -0.319, -0.927, 0.121, 0.446, 0.147, 0.171, 0.547, 0.516, 0.020, -0.284, 0.101, 0.393, 0.641, 0.731, 0.267, 0.315, 0.402, -0.574, -0.397, -0.761, 0.579, -0.417, -0.428, -0.585, -0.110, -0.683, 0.239, 0.253, 0.210, 0.313, 0.251, -0.584, 0.620, 0.379, 0.240, 0.433, 0.112, 0.356, 0.304, 0.038, 0.325, -0.828, -0.334, -0.713, 0.437, -0.325, 0.673, -1.065, -0.299, -0.839, 0.317, 0.283, 0.263, 0.368, 0.485, -0.097, 0.039, 0.376, -0.367, -0.099, 0.399, 0.521, 0.318, 0.261, 0.321, -0.428, 0.018, -0.524, 0.003, 0.214, -0.568, 0.536, -0.155, -0.255, 0.111, -0.150, 0.528, -0.122, 0.381, -0.153, -0.108, 0.346, 0.750, -0.362, -0.499, -0.177, 0.235, -0.378, 0.409, -0.769, -0.195, -0.923, 0.850, -0.417, 0.096, -0.903, -0.255, -0.894, 0.365, 0.237, 0.209, 0.391, 0.312, -0.213, -0.208, 0.368, 0.269, -0.128, 0.416, 0.445, 0.337, 0.330, 0.257]
}